ORCA calculation (ωB97M-V with the def2-TZVPD basis set) on C25H17BrN2S5Tc as an isolated structure.

The geometry in ORCA input format:
```
! wB97M-V def2-TZVPD RIJCOSX def2/J DEFGRID3
* xyz 0 4
Tc 0.586 -0.001 0.622
Br -0.856 0.723 -1.467
C -0.256 -0.729 -2.569
C -0.786 -0.832 -3.819
C -0.356 -1.881 -4.651
C 0.581 -2.764 -4.198
C 1.130 -2.653 -2.900
C 2.106 -3.573 -2.450
C 2.627 -3.452 -1.197
C 2.191 -2.424 -0.336
C 1.238 -1.495 -0.702
C 0.707 -1.611 -2.029
H -1.523 -0.121 -4.167
H -0.772 -1.976 -5.645
H 0.923 -3.573 -4.832
H 2.423 -4.365 -3.116
H 3.376 -4.151 -0.845
H 2.631 -2.382 0.650
C -1.175 2.155 2.368
N 0.019 1.924 1.577
C 0.908 2.847 1.431
C 2.059 2.557 0.654
C 3.172 3.292 0.262
C 3.962 2.427 -0.510
C 3.298 1.208 -0.557
N 2.145 1.277 0.141
C -2.399 2.319 1.495
C -2.365 3.110 0.352
C -3.497 3.260 -0.435
C -4.676 2.618 -0.087
C -4.717 1.826 1.051
C -3.584 1.676 1.835
H -1.041 3.035 3.008
H -1.318 1.288 3.014
H 0.787 3.821 1.905
H 3.378 4.321 0.510
H 4.904 2.654 -0.981
H 3.587 0.292 -1.049
H -1.446 3.613 0.068
H -3.455 3.880 -1.322
H -5.558 2.730 -0.704
H -5.631 1.313 1.323
H -3.610 1.037 2.710
S -0.240 -5.564 5.120
C -0.089 -4.266 4.138
S 1.331 -3.265 4.087
C 0.726 -2.099 2.937
C -0.515 -2.312 2.456
S -1.304 -1.259 1.311
S -1.338 -3.728 3.056
S 1.714 -0.727 2.486
*
```

Summary:
E   -155599.392 eV
LUMO energy (alpha / beta)   -0.33 / -1.61 eV
Relative energy (zero: lowest compared OMol25 entry of this formula, charge and spin)   0.000 eV


ORCA calculation (ωB97M-V with the def2-TZVPD basis set) on C25H17N2O8ReS3 as an isolated structure.

The geometry in ORCA input format:
```
! wB97M-V def2-TZVPD RIJCOSX def2/J DEFGRID3
* xyz -1 2
Re -0.018 -0.065 -0.637
C 3.565 0.555 3.645
C 3.464 1.189 2.416
C 2.310 1.064 1.657
C 1.247 0.313 2.133
C 1.347 -0.333 3.360
C 2.504 -0.211 4.111
N 0.031 0.200 1.371
N -1.010 0.130 2.107
C -2.129 -0.089 1.358
C -3.390 -0.156 1.981
C -4.498 -0.371 1.206
C -4.353 -0.528 -0.187
C -3.120 -0.464 -0.791
C -1.955 -0.233 -0.030
H 4.471 0.647 4.233
H 4.291 1.775 2.035
H 2.241 1.519 0.682
H 0.513 -0.928 3.706
H 2.580 -0.722 5.062
H -3.454 -0.035 3.056
H -5.482 -0.420 1.655
H -5.234 -0.688 -0.796
H -3.039 -0.579 -1.862
O -0.576 -4.262 -1.104
S -0.057 -2.968 -1.440
O 0.370 -2.181 -0.241
O -0.877 -2.122 -2.286
C 1.502 -3.286 -2.289
C 1.739 -4.608 -2.642
C 2.917 -4.981 -3.275
C 3.879 -4.026 -3.557
C 3.653 -2.702 -3.211
C 2.477 -2.320 -2.581
S 2.327 -0.566 -2.236
O 2.314 -0.371 -0.770
O 3.415 0.060 -2.920
O 0.969 -0.189 -2.695
H 0.983 -5.342 -2.402
H 3.076 -6.019 -3.540
H 4.805 -4.300 -4.046
H 4.387 -1.941 -3.434
O -4.142 2.894 -2.054
C -3.009 2.734 -1.653
O -2.082 2.024 -2.258
C -2.477 3.340 -0.402
C -3.186 4.161 0.459
C -2.544 4.678 1.572
C -1.202 4.379 1.806
C -0.494 3.556 0.944
C -1.154 3.034 -0.159
S -0.430 1.955 -1.374
H -4.224 4.378 0.238
H -3.080 5.316 2.264
H -0.706 4.783 2.680
H 0.543 3.321 1.136
*
```

Summary:
E   -80199.155 eV
LUMO energy (alpha / beta)   2.15 / 2.09 eV
Relative energy (zero: lowest compared OMol25 entry of this formula, charge and spin)   0.532 eV


ORCA calculation (ωB97M-V with the def2-TZVPD basis set) on C25H18Cl3NO2PPd as an isolated structure.

The geometry in ORCA input format:
```
! wB97M-V def2-TZVPD RIJCOSX def2/J DEFGRID3
* xyz 3 1
Pd 0.164 -0.185 -0.261
Cl 5.437 4.913 0.102
C 3.945 4.124 0.014
C 3.903 2.714 -0.087
C 2.694 2.085 -0.166
Cl 2.586 0.377 -0.308
C 1.423 2.771 -0.162
O 0.336 2.161 -0.265
C 1.516 4.224 -0.046
Cl 0.074 5.114 -0.017
C 2.745 4.852 0.034
H 4.828 2.157 -0.108
H 2.780 5.930 0.107
O -2.216 1.097 0.311
N -2.097 -0.203 -0.144
C -2.970 -1.025 0.317
C -2.956 -2.459 0.165
C -4.188 -3.132 0.203
C -4.250 -4.509 0.086
C -3.084 -5.252 -0.038
C -1.850 -4.616 -0.031
C -1.777 -3.227 0.054
P -0.103 -2.520 0.095
C 0.851 -3.247 1.435
C 2.234 -2.979 1.417
C 3.030 -3.389 2.464
C 2.450 -4.037 3.555
C 1.073 -4.265 3.596
C 0.273 -3.894 2.531
C 0.668 -3.083 -1.465
C 1.525 -4.178 -1.551
C 1.995 -4.565 -2.796
C 1.633 -3.856 -3.934
C 0.764 -2.774 -3.850
C 0.304 -2.364 -2.612
H -2.064 1.730 -0.419
H -3.814 -0.600 0.867
H -5.097 -2.561 0.319
H -5.207 -5.008 0.110
H -3.126 -6.326 -0.141
H -0.940 -5.197 -0.102
H 2.668 -2.452 0.573
H 4.095 -3.213 2.437
H 3.075 -4.390 4.362
H 0.627 -4.735 4.461
H -0.789 -4.095 2.550
H 1.812 -4.737 -0.674
H 2.648 -5.423 -2.869
H 2.038 -4.144 -4.894
H 0.449 -2.254 -4.741
H -0.385 -1.516 -2.526
*
```

Summary:
E   -82107.179 eV
LUMO energy (alpha / beta)   -13.34 / -13.34 eV
Relative energy (zero: lowest compared OMol25 entry of this formula, charge and spin)   0.159 eV